[1]
Formula: C4H13N2O
Source: OMol25
Level of theory: wB97M-V/def2-TZVPD

DFT total energy   -344.665257 Eh
Total charge   +1
Orbital gap   8.226 eV
HOMO energy   -11.162 eV

```
20
Properties=species:S:1:pos:R:3:nbo_charge:R:1
C -1.301 0.150 -0.199 -0.21
C -0.239 1.254 -0.303 -0.46
C 0.772 0.882 -1.340 -0.43
C 2.104 0.745 -1.071 0.05
N 3.071 -0.123 -1.487 -0.76
N -0.675 -1.043 0.522 -0.70
H -2.040 0.577 0.491 0.24
H -1.618 -0.179 -1.181 0.23
H 0.198 1.465 0.687 0.22
H -0.612 2.245 -0.584 0.25
H 0.383 0.742 -2.354 0.22
H 2.616 1.628 -0.697 0.20
H 2.863 -0.736 -2.271 0.38
H 4.003 0.261 -1.545 0.40
H -0.769 -1.806 -0.146 0.44
H -1.083 -1.306 1.426 0.47
H 0.330 -0.878 0.642 0.44
H -3.235 -1.812 2.949 0.50
H -2.276 -0.847 3.663 0.50
O -2.494 -1.216 2.799 -0.98
```

***

[2]
Formula: C4H10N2
Source: OMol25
Level of theory: wB97M-V/def2-TZVPD

Spin multiplicity   2
DFT total energy   -267.417820 Eh
Total charge   +1
Orbital gap (alpha / beta)   5.009 / 5.251 eV
HOMO energy (alpha / beta)   -14.039 / -14.285 eV
<S²>   0.75

```
16
Properties=species:S:1:pos:R:3:nbo_charge:R:1
C 1.241 -1.377 -0.532 -0.32
C 0.472 -0.056 -0.824 -0.43
C -0.901 -0.028 -0.147 -0.31
C -1.012 1.224 0.808 -0.35
N -0.630 2.409 0.255 0.03
N 1.277 -1.534 0.886 -0.41
H 0.758 -2.136 -1.171 0.20
H 2.219 -1.246 -1.017 0.25
H 0.431 0.163 -1.897 0.24
H 1.109 0.689 -0.340 0.22
H -1.739 -0.037 -0.841 0.26
H -0.955 -0.903 0.500 0.27
H -1.921 1.222 1.430 0.24
H -0.169 1.087 1.528 0.40
H 1.259 -2.537 1.089 0.33
H -1.439 3.061 0.274 0.37
```

***

[3]
Formula: C36H54O27
Source: OMol25
Level of theory: wB97M-V/def2-TZVPD

SMILES   C[C@H]1COC(=O)O1.C[C@H]1COC(=O)O1.C[C@H]1COC(=O)O1.C[C@H]1COC(=O)O1.C[C@H]1COC(=O)O1.C[C@H]1COC(=O)O1.C[C@H]1COC(=O)O1.C[C@H]1COC(=O)O1.C[C@H]1COC(=O)O1
DFT total energy   -3435.783611 Eh
Total charge   0
Orbital gap   10.429 eV
HOMO energy   -10.677 eV

```
117
Properties=species:S:1:pos:R:3:lowdin_charge:R:1
C 5.965 0.033 1.572 -0.02
C 6.460 0.006 2.973 -0.32
C 5.582 0.779 3.920 -0.06
O 5.566 -0.047 5.116 0.06
C 6.034 -1.281 4.822 -0.61
O 6.068 -2.184 5.560 0.18
O 6.343 -1.329 3.500 0.08
H 6.513 -0.667 0.960 0.09
H 6.112 1.040 1.150 0.10
H 4.913 -0.237 1.579 0.07
H 7.528 0.270 2.962 0.16
H 4.561 0.814 3.588 0.10
H 5.895 1.764 4.236 0.14
C 3.906 2.786 -0.309 -0.03
C 3.024 3.801 0.360 -0.30
C 3.159 3.816 1.868 -0.07
O 3.495 5.178 2.195 0.08
C 3.695 5.888 1.077 -0.64
O 4.002 6.977 1.019 0.22
O 3.463 5.123 -0.009 0.09
H 3.689 2.740 -1.356 0.07
H 3.755 1.833 0.219 0.07
H 4.974 3.051 -0.304 0.10
H 1.965 3.682 0.054 0.14
H 3.964 3.225 2.281 0.12
H 2.246 3.544 2.386 0.13
C -0.445 -3.654 -4.256 -0.02
C -0.817 -2.233 -4.378 -0.37
C -2.175 -2.029 -4.940 -0.04
O -2.645 -0.866 -4.145 0.07
C -1.974 -0.857 -2.992 -0.60
O -2.228 -0.252 -2.043 0.19
O -0.886 -1.681 -3.080 0.06
H -1.123 -4.196 -3.579 0.09
H 0.549 -3.814 -3.855 0.09
H -0.528 -4.158 -5.199 0.09
H -0.067 -1.691 -4.964 0.16
H -2.899 -2.803 -4.651 0.14
H -2.204 -1.865 -5.999 0.13
C -5.194 0.186 -0.439 -0.01
C -5.109 -0.137 1.027 -0.31
C -3.710 -0.348 1.549 -0.10
O -3.622 0.515 2.682 0.05
C -4.718 1.347 2.753 -0.60
O -4.812 2.220 3.474 0.22
O -5.610 0.973 1.805 0.08
H -4.571 1.039 -0.693 0.07
H -6.260 0.334 -0.650 0.10
H -4.798 -0.696 -0.961 0.09
H -5.762 -0.996 1.234 0.16
H -2.902 -0.100 0.865 0.11
H -3.559 -1.354 1.949 0.13
C -4.403 4.172 -0.218 -0.02
C -3.141 3.872 0.531 -0.27
C -2.355 2.770 -0.166 -0.05
O -1.013 3.351 -0.319 0.04
C -1.057 4.655 -0.045 -0.62
O -0.127 5.360 -0.069 0.19
O -2.279 5.033 0.308 0.10
H -4.931 4.884 0.402 0.09
H -5.074 3.323 -0.304 0.08
H -4.182 4.484 -1.239 0.10
H -3.325 3.705 1.602 0.16
H -2.715 2.576 -1.170 0.10
H -2.188 1.835 0.401 0.12
C 2.962 -2.269 4.065 -0.01
C 1.730 -3.079 4.232 -0.34
C 1.797 -4.552 3.907 -0.10
O 0.853 -5.127 4.800 0.04
C 0.689 -4.306 5.876 -0.56
O 0.206 -4.639 6.879 0.20
O 1.273 -3.106 5.589 0.09
H 3.872 -2.654 4.544 0.09
H 2.760 -1.294 4.496 0.10
H 3.146 -2.229 2.984 0.10
H 0.929 -2.585 3.672 0.15
H 2.789 -4.961 4.091 0.14
H 1.446 -4.810 2.912 0.12
C -1.242 2.234 -7.076 -0.02
C -1.501 1.952 -5.618 -0.32
C -0.826 2.915 -4.683 -0.08
O -1.731 2.950 -3.569 0.04
C -2.979 2.627 -4.021 -0.58
O -3.935 2.721 -3.386 0.21
O -2.882 2.209 -5.310 0.09
H -1.802 3.090 -7.442 0.10
H -1.560 1.408 -7.687 0.08
H -0.169 2.354 -7.238 0.10
H -1.263 0.906 -5.420 0.14
H -0.737 3.944 -5.049 0.15
H 0.112 2.595 -4.252 0.12
C -1.584 -6.230 1.369 -0.01
C -2.400 -5.045 0.934 -0.30
C -1.549 -3.770 0.871 -0.03
O -2.125 -3.066 -0.328 0.04
C -2.833 -3.948 -1.033 -0.61
O -3.377 -3.681 -2.046 0.16
O -2.905 -5.152 -0.431 0.09
H -0.889 -6.448 0.578 0.09
H -2.204 -7.126 1.494 0.09
H -1.162 -5.993 2.364 0.10
H -3.304 -4.882 1.523 0.16
H -0.509 -3.905 0.600 0.13
H -1.670 -3.167 1.766 0.13
C 0.951 1.187 -1.713 -0.01
C 0.442 0.375 -0.565 -0.29
C 1.098 -0.990 -0.558 -0.07
O 1.703 -1.116 0.749 0.05
C 1.856 0.151 1.250 -0.57
O 2.539 0.460 2.158 0.15
O 1.111 0.996 0.537 0.08
H 0.606 0.642 -2.605 0.09
H 2.039 1.227 -1.708 0.08
H 0.533 2.195 -1.699 0.08
H -0.648 0.395 -0.491 0.13
H 1.927 -1.109 -1.254 0.14
H 0.395 -1.798 -0.702 0.11
```

***

[4]
Formula: C6H12O4
Source: OMol25
Level of theory: wB97M-V/def2-TZVPD

SMILES   C[C@@H]1CC1(O)O.CC(=O)O
DFT total energy   -536.696028 Eh
Total charge   0
Orbital gap   10.164 eV
HOMO energy   -9.446 eV

```
22
Properties=species:S:1:pos:R:3:nbo_charge:R:1
C 1.358 -2.296 -1.151 -0.61
C 1.857 -1.059 -0.447 -0.25
C 1.539 -0.837 1.024 -0.46
C 0.918 0.025 -0.032 0.50
O -0.457 -0.174 -0.245 -0.71
O 1.340 1.334 -0.195 -0.71
H 0.348 -2.541 -0.826 0.22
H 1.356 -2.152 -2.232 0.21
H 2.008 -3.144 -0.933 0.21
H 2.829 -0.704 -0.767 0.22
H 2.286 -0.382 1.659 0.23
H 0.900 -1.563 1.505 0.22
H -0.945 0.553 -0.912 0.54
H 0.958 1.850 0.534 0.50
C -2.099 1.853 -0.577 -0.82
C -1.556 1.046 0.862 0.86
O -0.821 1.632 1.617 -0.69
O -2.524 0.195 1.239 -0.70
H -2.763 1.272 -1.217 0.24
H -2.761 2.559 -0.079 0.26
H -1.323 2.475 -1.023 0.24
H -2.447 0.057 2.196 0.49
```